{
  "formula": "C42H78BCl3F3O36",
  "method": "ωB97M-V/def2-TZVPD",
  "charge": -1,
  "relative_energy_kj_mol": 331.7,
  "homo_lumo_gap_ev": 6.64,
  "homo_energy_ev": -4.92,
  "elements": ["C", "C", "Cl", "C", "Cl", "B", "C", "O", "C", "C", "C", "C", "O", "Cl", "C", "F", "F", "F", "O", "H", "H", "H", "H", "H", "H", "H", "H", "H", "H", "H", "H", "C", "O", "C", "O", "O", "C", "H", "H", "H", "H", "H", "H", "C", "O", "C", "O", "O", "C", "H", "H", "H", "H", "H", "H", "C", "O", "C", "O", "O", "C", "H", "H", "H", "H", "H", "H", "C", "O", "C", "O", "O", "C", "H", "H", "H", "H", "H", "H", "C", "O", "C", "O", "O", "C", "H", "H", "H", "H", "H", "H", "C", "O", "C", "O", "O", "C", "H", "H", "H", "H", "H", "H", "C", "O", "C", "O", "O", "C", "H", "H", "H", "H", "H", "H", "C", "O", "C", "O", "O", "C", "H", "H", "H", "H", "H", "H", "C", "O", "C", "O", "O", "C", "H", "H", "H", "H", "H", "H", "C", "O", "C", "O", "O", "C", "H", "H", "H", "H", "H", "H", "C", "O", "C", "O", "O", "C", "H", "H", "H", "H", "H", "H"],
  "positions_angstrom": [[-2.25767, 1.77868, 0.73993], [-1.51949, 2.22567, 2.12563], [-1.11549, 4.01481, 2.15333], [-0.30355, 1.24622, 2.49790], [-0.31512, 1.08285, 4.36238], [1.17397, 1.70080, 1.92823], [1.87944, 0.20777, 1.62700], [1.28916, 2.43592, 0.66541], [2.08014, 3.62053, 1.01252], [2.82540, 3.47628, 2.46769], [4.35185, 2.91808, 2.47464], [5.19395, 3.33298, 1.18628], [5.76774, 2.45148, 0.48866], [5.39657, 5.07770, 0.66211], [2.41997, 4.50938, 3.64432], [1.57824, 5.57230, 3.23661], [1.69126, 3.79774, 4.65476], [3.53544, 5.08665, 4.32559], [2.11420, 2.26591, 2.90603], [-1.73913, 0.89956, 0.22780], [-3.32156, 1.40521, 1.00392], [-2.41320, 2.67069, 0.02747], [-2.32388, 2.06578, 2.94160], [-0.55368, 0.20159, 2.08456], [1.82619, -0.42424, 2.59927], [2.99134, 0.38932, 1.42682], [1.34876, -0.33497, 0.74939], [1.39921, 4.55682, 0.95008], [2.73764, 3.76804, 0.08390], [4.29113, 1.76740, 2.51140], [4.93926, 3.23028, 3.40422], [7.68748, 0.14411, 1.31170], [6.92132, -1.03734, 1.55158], [6.84068, -1.86763, 0.50091], [7.34609, -1.69469, -0.58234], [6.09693, -2.92765, 0.86497], [5.92357, -3.90049, -0.16254], [7.68289, 0.73770, 2.22649], [8.72278, -0.10985, 1.07084], [7.23966, 0.73825, 0.51434], [6.88696, -4.31755, -0.46534], [5.40327, -3.46704, -1.01984], [5.31046, -4.70822, 0.23937], [-8.96332, 3.11141, 0.13023], [-8.38436, 4.18690, 0.86661], [-7.06446, 4.05568, 1.09032], [-6.37370, 3.13529, 0.72778], [-6.65358, 5.12762, 1.78691], [-5.25942, 5.12863, 2.10077], [-10.02641, 3.32399, 0.01012], [-8.51187, 3.03603, -0.86154], [-8.85851, 2.17039, 0.67519], [-4.65836, 5.13594, 1.18903], [-5.00385, 4.26969, 2.72499], [-5.04440, 6.03834, 2.66224], [12.74420, 0.92961, 2.81520], [11.49571, 1.58408, 3.02969], [11.60151, 2.88684, 3.34134], [12.63023, 3.50975, 3.44682], [10.36188, 3.37413, 3.51471], [10.31885, 4.75927, 3.85266], [12.53630, -0.11278, 2.57116], [13.27716, 1.38136, 1.97554], [13.35468, 0.95748, 3.72062], [10.75444, 5.36448, 3.05453], [10.83210, 4.94113, 4.79962], [9.27188, 5.04185, 3.96777], [1.08577, 2.94257, -2.39428], [1.58306, 3.46651, -3.62939], [1.18094, 4.71675, -3.89954], [0.46259, 5.39724, -3.20522], [1.71789, 5.08056, -5.07963], [1.37356, 6.39871, -5.49814], [1.47327, 1.93008, -2.27927], [1.43499, 3.54166, -1.55332], [-0.00541, 2.89462, -2.40781], [1.73519, 7.13804, -4.77989], [0.29369, 6.48986, -5.63571], [1.85972, 6.58343, -6.45693], [-1.44965, 8.67023, -2.97245], [-0.95578, 9.19667, -4.20400], [-1.35920, 10.44825, -4.47297], [-2.07641, 11.12780, -3.77976], [-0.82396, 10.81396, -5.65188], [-1.17101, 12.13295, -6.06681], [-1.05912, 7.65748, -2.86276], [-1.09892, 9.26896, -2.12898], [-2.54079, 8.62060, -2.98440], [-0.80967, 12.87113, -5.34727], [-2.25115, 12.22265, -6.20290], [-0.68575, 12.31933, -7.02568], [-1.42981, -5.54830, -0.04793], [-0.86165, -4.47199, 0.69060], [0.45728, -4.59874, 0.91657], [1.15279, -5.51842, 0.55218], [0.86363, -3.52942, 1.61411], [2.25569, -3.52726, 1.92834], [-2.49370, -5.34407, -0.17268], [-0.97380, -5.61923, -1.03838], [-1.32059, -6.48940, 0.49664], [2.85641, -3.51750, 1.01612], [2.51239, -4.38776, 2.55124], [2.47042, -2.61849, 2.49046], [-4.24101, -10.87328, -3.63028], [-3.67191, -9.79550, -2.89035], [-2.35238, -9.91960, -2.66270], [-1.65415, -10.83474, -3.02414], [-1.94866, -8.84658, -1.96299], [-0.55621, -8.84240, -1.64593], [-5.30490, -10.66754, -3.75397], [-3.78534, -10.94422, -4.62049], [-4.13185, -11.81428, -3.08643], [0.04688, -8.83215, -2.55664], [-0.29967, -9.70195, -1.02244], [-0.34435, -7.93313, -1.08265], [-10.59709, 5.70523, 3.26137], [-11.70036, 6.04129, 2.42002], [-12.82359, 5.35466, 2.68366], [-12.95772, 4.51494, 3.54014], [-13.77415, 5.76609, 1.82596], [-15.03209, 5.11562, 1.99206], [-9.74711, 6.31804, 2.95997], [-10.82782, 5.92565, 4.30615], [-10.32497, 4.65480, 3.13866], [-15.43947, 5.31213, 2.98636], [-14.93642, 4.04130, 1.81918], [-15.71934, 5.52459, 1.25047], [1.13319, -4.87014, -4.89337], [1.95818, -4.15132, -3.97985], [2.73783, -3.21999, -4.55665], [2.78360, -2.96528, -5.73582], [3.45579, -2.62383, -3.59157], [4.33659, -1.60327, -4.06100], [0.55016, -5.59143, -4.31933], [0.44232, -4.19456, -5.40279], [1.74342, -5.41616, -5.61650], [3.77396, -0.79710, -4.53690], [5.07500, -2.01879, -4.75046], [4.86382, -1.19301, -3.19888], [2.85145, -9.32360, 1.67515], [3.68982, -10.47839, 1.70491], [3.13961, -11.57167, 1.15273], [2.04060, -11.64038, 0.65848], [4.02709, -12.57729, 1.24644], [3.57220, -13.81108, 0.69488], [3.39443, -8.50334, 2.14544], [2.62257, -9.03993, 0.64560], [1.93375, -9.49907, 2.24089], [3.37163, -13.70509, -0.37363], [2.68289, -14.16430, 1.22170], [4.36602, -14.54748, 0.82567], [-6.37786, -0.45239, 1.31875], [-5.54616, -1.61149, 1.35241], [-6.10298, -2.70330, 0.80510], [-7.20356, -2.76755, 0.31165], [-5.22213, -3.71427, 0.90241], [-5.68581, -4.94691, 0.35652], [-5.83040, 0.36697, 1.78553], [-6.60604, -0.17140, 0.28829], [-7.29629, -0.62123, 1.88609], [-5.88651, -4.84410, -0.71241], [-6.57713, -5.29186, 0.88553], [-4.89715, -5.68842, 0.48984]],
  "mulliken_charge": [-0.68, 0.21, -0.24, -0.23, -0.29, -0.01, -0.42, 0.16, -0.71, 1.07, -0.48, 0.44, -0.52, -0.21, 0.70, -0.27, -0.24, -0.30, -0.85, 0.28, -0.06, 0.20, 0.44, 0.30, -0.07, -0.22, 0.10, 0.23, 0.22, 0.07, 0.38, -0.54, -0.34, 0.85, -0.58, -0.33, -0.57, 0.21, 0.33, 0.26, 0.37, 0.20, 0.19, -0.67, -0.27, 0.77, -0.56, -0.31, -0.61, 0.21, 0.33, 0.30, 0.29, 0.28, 0.27, -0.67, -0.24, 0.73, -0.55, -0.24, -0.65, 0.21, 0.31, 0.29, 0.29, 0.29, 0.21, -0.29, -0.34, 0.75, -0.58, -0.35, -0.60, 0.27, 0.01, 0.31, 0.29, 0.27, 0.24, -0.56, -0.18, 0.72, -0.55, -0.31, -0.64, 0.13, 0.30, 0.30, 0.29, 0.29, 0.22, -0.37, -0.22, 0.73, -0.63, -0.24, -0.63, 0.09, 0.18, 0.27, 0.27, 0.38, 0.14, -0.64, -0.30, 0.71, -0.54, -0.19, -0.43, 0.21, 0.29, 0.30, 0.32, 0.36, -0.05, -0.56, -0.31, 0.78, -0.54, -0.31, -0.62, 0.21, 0.33, 0.24, 0.29, 0.28, 0.22, -0.60, -0.19, 0.64, -0.56, -0.18, -0.69, 0.11, 0.31, 0.30, 0.33, 0.33, 0.19, -0.55, -0.30, 0.78, -0.54, -0.33, -0.62, 0.21, 0.25, 0.30, 0.29, 0.29, 0.22, -0.75, -0.26, 0.70, -0.55, -0.26, -0.70, 0.25, 0.33, 0.38, 0.34, 0.34, 0.17]
}